12
Properties=species:S:1:pos:R:3:mulliken_charge:R:1 method="wB97M-V/def2-TZVPD" orbital_gap_ha=0.378 energy_ev=-5749.2817 homo_ev=-9.14 smiles="C=NC(=C)C" mol_weight_g_mol=69.11 e_above_lowest_kcal_mol=49.2 e_lumo_ev=1.130
C -0.24 -0.10 0.23 0.4515
C -0.48 -1.38 0.20 -0.8388
C 1.96 0.20 -0.28 -0.4087
C -1.26 1.03 -0.08 -0.9767
N 1.00 0.50 0.48 -0.4212
H 0.30 -2.06 0.38 0.3534
H -1.38 -1.84 0.38 0.3586
H 2.90 0.51 0.09 0.2771
H 1.82 -0.49 -1.09 0.3413
H -0.97 1.68 -0.86 0.3456
H -1.40 1.29 1.03 0.2599
H -2.26 0.65 -0.47 0.2579